Density functional theory data (ωB97M-V/def2-TZVPD) for an isolated molecule of C6H10S.

```
17
Properties=species:S:1:pos:R:3:nbo_charge:R:1
C -1.071 -1.071 -0.082 -0.19
C -3.953 0.037 0.502 -0.45
C -0.446 -2.034 0.533 -0.26
C 1.623 -0.476 -0.156 -0.45
C 1.746 0.759 -1.040 -0.62
C 0.470 -1.347 -0.489 -0.20
S -2.407 0.225 -0.273 0.38
H -3.992 -0.348 1.442 0.17
H -4.668 -0.271 -0.186 0.17
H 1.959 1.656 -0.384 0.21
H -0.433 -2.835 1.300 0.23
H 2.599 -1.075 -0.063 0.21
H 1.513 -0.135 0.856 0.21
H 2.472 0.864 -1.853 0.22
H 0.821 1.039 -1.562 0.21
H 0.483 -1.812 -1.523 0.18
H -1.928 0.972 0.763 -0.04
```

The multiplicity is 3. The energy is -17210.311 eV. The HOMO energy (spin up / spin down) comes out at -0.1677 / -0.3430 Ha. The energy above the lowest of the compared OMol25 structures with the same formula, charge and spin comes out at 4.552 eV. As for the LUMO energy (spin up / spin down): 0.920 / -1.479 eV. As for the expectation value of S²: 2.01. Its gap between HOMO and LUMO (spin up / spin down) is 5.484 / 7.855 eV.